Below is 2 unconnected molecules or ions with the total composition C4H8NO at a distorted geometry, with properties calculated with the ωB97M-V functional and the def2-TZVPD basis.

```
14
Properties=species:S:1:pos:R:3
C -0.65 1.20 0.81
C -0.75 2.43 1.20
C -0.04 -0.08 0.57
C 0.36 -1.76 -1.16
N 0.76 -0.44 -0.61
O -1.39 0.16 0.29
H -1.69 2.95 1.15
H 0.09 2.98 1.59
H 0.17 -1.02 1.74
H 0.87 -1.94 -2.10
H 0.62 -2.55 -0.45
H -0.72 -1.77 -1.32
H 0.61 0.28 -1.34
H 1.76 -0.44 -0.37
```

The spin multiplicity is 1. The calculation puts the energy above the lowest of the compared OMol25 structures with the same formula, charge and spin at 348.3 kJ/mol. For the orbital gap, the calculation gives 10.6204 eV. The total energy comes out at -7804.49267 eV. The total charge is +1. For the HOMO energy, the calculation gives -0.5215 hartree.

Atom charges from the natural (NBO) analysis, given in e for atoms 1 to 6: number 1, C, carries 0.223; number 2, C, carries -0.413; number 3, C, carries 0.193; number 4, C, carries -0.432; number 5, N, carries -0.529; number 6, O, carries -0.431

***

Below is a molecular structure, C12H27BrHgO4SSi at a distorted geometry, with properties calculated with the ωB97M-V functional and the def2-TZVPD basis.

```
47
Properties=species:S:1:pos:R:3
Hg -5.13 -0.86 -1.60
O -3.70 -0.97 -5.43
S -4.25 -0.94 -4.09
O -5.73 -1.14 -4.09
O -3.96 0.37 -3.42
O -3.65 -2.02 -3.24
C 2.68 1.09 -0.74
C 1.25 0.75 -1.17
C 0.63 2.03 -1.75
C 1.34 -0.25 -2.33
Si 0.17 0.04 0.31
Br -1.97 -0.38 -0.59
C -0.20 1.36 1.75
C -0.84 2.63 1.17
C 1.06 1.77 2.51
C -1.20 0.79 2.76
C 0.76 -1.73 0.97
C -0.25 -2.31 1.97
C 2.13 -1.67 1.66
C 0.86 -2.73 -0.19
H 3.24 1.48 -1.58
H 3.19 0.21 -0.36
H 2.68 1.84 0.05
H 1.12 2.27 -2.70
H 0.76 2.87 -1.09
H -0.43 1.90 -1.96
H 1.75 0.24 -3.21
H 0.36 -0.64 -2.60
H 1.99 -1.09 -2.09
H -0.11 3.24 0.65
H -1.26 3.23 1.97
H -1.64 2.38 0.48
H 1.79 2.23 1.85
H 1.53 0.91 2.99
H 0.80 2.49 3.29
H -2.04 0.33 2.26
H -1.58 1.60 3.39
H -0.73 0.06 3.41
H -0.18 -1.80 2.93
H -0.03 -3.36 2.14
H -1.26 -2.22 1.60
H 2.10 -1.01 2.52
H 2.90 -1.31 0.98
H 2.41 -2.66 2.00
H -0.03 -2.70 -0.81
H 0.94 -3.74 0.21
H 1.73 -2.55 -0.80
```

The spin multiplicity is 2. For the orbital gap (alpha / beta), the calculation gives 7.4094 / 5.8377 eV. The total energy comes out at -114004.86972 eV. The total charge is -1. For the HOMO energy (alpha / beta), the calculation gives -0.1856 / -0.1797 hartree.

Atom charges from the natural (NBO) analysis, given in e for atoms 1 to 6: number 1, Hg, carries 0.785; number 2, O, carries -1.022; number 3, S, carries 2.503; number 4, O, carries -1.084; number 5, O, carries -1.088; number 6, O, carries -1.087

***

Below is a molecular structure, CHBr2NO at a distorted geometry, with properties calculated with the ωB97M-V functional and the def2-TZVPD basis.

```
6
Properties=species:S:1:pos:R:3
C -1.25 -0.43 0.69
N -1.59 0.91 1.22
O -0.98 1.17 2.21
Br -2.28 -1.20 -0.67
Br -0.60 -1.77 1.97
H 0.00 0.45 -0.34
```

The spin multiplicity is 1. The calculation puts the energy above the lowest of the compared OMol25 structures with the same formula, charge and spin at 483.1 kJ/mol. For the orbital gap (alpha / beta), the calculation gives 8.2863 / 8.2865 eV. The total energy comes out at -144669.89613 eV. For the HOMO energy (alpha / beta), the calculation gives -0.3624 / -0.3624 hartree.

Charges computed using natural (NBO), reported in e: number 1, C, carries -0.310; number 2, N, carries 0.096; number 3, O, carries -0.253; number 4, Br, carries 0.163; number 5, Br, carries 0.099; number 6, H, carries 0.204